(1)
Below is the molecule C4H8N2O, with properties calculated with ωB97M-V with the def2-TZVPD basis set.

Element x y z (Å)
C (0.78797, 1.50142, -1.22525)
C (0.71309, 0.18923, -0.47950)
C (0.83347, 0.27719, 0.98463)
N (-0.54853, 0.13109, 0.44502)
C (-1.31508, -1.11118, 0.51781)
O (-2.43562, -1.08066, 0.97297)
N (-0.60005, -2.14137, 0.04024)
H (0.84512, 2.40352, -0.58922)
H (1.68737, 1.49420, -1.84732)
H (-0.05246, 1.62123, -1.91746)
H (1.16316, -0.57931, 1.57166)
H (0.94024, 1.23111, 1.51846)
H (-1.16065, 0.92359, 0.63594)
H (0.21195, -1.83947, -0.52227)
H (-1.06995, -3.02058, -0.10572)

Its orbital gap is 0.323 hartree. The multiplicity is 1. As for the HOMO energy: -7.9 eV.

(2)
Below is the molecule C4H8N2O, with properties calculated with ωB97M-V with the def2-TZVPD basis set.

Element x y z (Å)
C (1.77398, -1.04166, -1.06214)
C (0.71544, -0.23285, 0.82987)
C (-1.28721, 0.41018, -0.44495)
C (-1.84953, 1.04538, 0.68836)
N (0.63703, -0.50463, -1.53154)
N (-0.08773, -0.13004, -0.53423)
O (1.88996, -0.90688, 0.42619)
H (1.97068, -2.07231, -1.35959)
H (2.68041, -0.45832, -1.29072)
H (1.11939, 0.73578, 1.06578)
H (0.19785, -0.71949, 1.63561)
H (-1.80160, 0.29067, -1.45139)
H (-2.04543, 2.10452, 0.44632)
H (-1.10631, 0.98562, 1.60206)
H (-2.80691, 0.49404, 0.98036)

Its orbital gap is 0.300 hartree. The multiplicity is 1. As for the HOMO energy: -7.3 eV.

(3)
Below is a cluster of 2 separate species, C4H8N2O in total, with properties calculated with ωB97M-V with the def2-TZVPD basis set.

Element x y z (Å)
N (0.64262, 0.82355, 1.35865)
C (1.30252, -0.13016, 0.50894)
N (2.19478, 0.16715, -0.37177)
H (0.74755, 1.79657, 1.08433)
H (0.47298, 0.58328, 2.33121)
H (2.20087, 1.16848, -0.57276)
H (1.23892, -1.14058, 0.93094)
C (-1.27875, 0.58170, 0.30679)
C (-0.64618, -0.21687, -1.00882)
C (-0.95583, -1.49985, -1.23747)
O (-1.75959, 1.69248, 0.15587)
H (-1.65856, -0.16887, 1.01653)
H (-0.47255, 0.46063, -1.84001)
H (-0.92029, -1.91545, -2.23926)
H (-1.10847, -2.20206, -0.42317)

As for the SMILES: [H]/N=C\N.C=CC=O. Its orbital gap is 0.372 hartree. The multiplicity is 1. As for the HOMO energy: -9.4 eV.

(4)
Below is the molecule C4H8N2O, with properties calculated with ωB97M-V with the def2-TZVPD basis set.

Element x y z (Å)
C (-1.39346, -1.54345, 0.41366)
N (-0.28243, -0.82601, -0.23970)
C (-0.50309, 0.59066, -0.62120)
N (-1.50832, 1.22705, -0.76887)
H (0.04854, -1.35276, -1.05010)
H (-2.21703, -1.74683, -0.27140)
H (-1.76586, -0.92343, 1.22695)
H (-1.00819, -2.48472, 0.80704)
C (1.05350, 1.16611, -0.39482)
C (1.49323, 0.07044, 0.42174)
O (0.95319, 2.41047, 0.24560)
H (0.05640, 2.73267, 0.04271)
H (1.55758, 1.23639, -1.36340)
H (2.17794, -0.68450, 0.06045)
H (1.33799, 0.12792, 1.49134)

Its orbital gap (alpha / beta) is 0.277 / 0.277 hartree. The multiplicity is 1. As for the HOMO energy (alpha / beta): -7.9 / -7.9 eV.

(5)
Below is the molecule C4H8N2O, with properties calculated with ωB97M-V with the def2-TZVPD basis set.

Element x y z (Å)
C (1.23037, -1.90574, -1.02731)
C (0.38824, 0.44180, -0.62630)
N (-1.93980, 1.53372, 1.69671)
C (-0.87743, 0.95989, 1.06752)
C (0.19478, -0.90080, -0.63191)
O (1.60121, 0.99597, -0.90783)
N (-0.57500, 1.27078, -0.16995)
H (1.44896, 1.94645, -0.76762)
H (-2.63874, 1.91475, 1.07008)
H (-2.30624, 1.06418, 2.51389)
H (-0.18354, 0.48105, 1.77700)
H (-0.82677, -1.26868, -0.61026)
H (1.11488, -2.81332, -0.42708)
H (1.11981, -2.18172, -2.08078)
H (2.24928, -1.53832, -0.87618)

As for the SMILES: C/C=C(O)/N=C/N. Its orbital gap is 0.318 hartree. The multiplicity is 1. As for the HOMO energy: -7.8 eV.

(6)
Below is the molecule C4H8N2O, with properties calculated with ωB97M-V with the def2-TZVPD basis set.

Element x y z (Å)
C (-0.94970, 1.03863, -0.97153)
C (-1.92739, -0.13168, -0.98928)
C (0.51314, 0.48360, -0.55460)
C (1.50813, -0.66679, 1.52756)
N (0.52535, -0.54309, 0.44435)
N (0.95390, -0.76070, -0.88086)
O (-1.64212, -1.25424, -1.26239)
H (-0.76154, 1.49108, -1.98512)
H (-1.36630, 1.60388, -0.21931)
H (-0.35225, -0.92213, 0.75470)
H (-2.96548, 0.14405, -0.83251)
H (1.15547, 1.48489, -0.30680)
H (2.10174, 0.28950, 1.48541)
H (1.07984, -0.73363, 2.46574)
H (2.12721, -1.52336, 1.32465)

Its orbital gap is 0.296 hartree. The multiplicity is 1. As for the HOMO energy: -7.3 eV.

(7)
Below is a structure of composition C4H8N2O, with properties calculated with ωB97M-V with the def2-TZVPD basis set.

Element x y z (Å)
C (-0.56371, -1.57893, 0.43825)
C (-0.23940, -0.27320, -0.25365)
N (0.01340, -0.11211, -1.66710)
N (0.10272, 2.10212, 0.08758)
C (0.74684, -0.92061, 0.77260)
C (-0.37820, 0.93661, 0.57704)
O (0.81819, 0.06626, 1.71671)
H (1.01216, -0.10486, -1.85499)
H (-0.40736, -0.83314, -2.24532)
H (0.21831, 2.21587, -0.91261)
H (0.08407, 2.92391, 0.67348)
H (1.65336, -1.37906, 0.36417)
H (-0.52541, -2.46655, -0.18201)
H (-1.34611, -1.58193, 1.19049)
H (-1.18886, 1.00562, 1.29537)

Its orbital gap is 0.319 hartree. The multiplicity is 1. As for the HOMO energy: -7.7 eV.

(8)
Below is a cluster of 2 separate species, C4H8N2O in total, with properties calculated with ωB97M-V with the def2-TZVPD basis set.

Element x y z (Å)
C (-1.83938, -0.21266, 1.14608)
N (-0.56715, -0.14393, 0.85892)
C (0.16050, -0.60716, -0.19135)
C (1.65402, -0.46184, -0.06709)
O (1.97641, 0.75529, 0.60165)
C (-0.50061, -1.33586, -1.19229)
N (-1.08695, -1.92740, -2.00755)
H (-2.49788, -0.77490, 0.49666)
H (-2.19792, 0.30660, 2.02291)
H (-0.64704, 2.49718, -1.38888)
H (0.02925, 0.40289, 1.48321)
H (-0.46168, 1.78578, -1.26189)
H (2.11626, -0.52391, -1.06054)
H (2.10831, -1.24235, 0.55777)
H (1.75387, 1.48227, 0.00238)

Its orbital gap (alpha / beta) is 0.293 / 0.293 hartree. The multiplicity is 1. As for the HOMO energy (alpha / beta): -7.6 / -7.6 eV.

Q: multiplicity of number 1 (C4H8N2O)?
A: 1